Entry from the OMol25 dataset: a structure of composition C61H53CdN7O3STe (wB97M-V/def2-TZVPD).

Element x y z (Å)
Cd -0.137 0.320 0.539
O 1.021 -1.367 2.105
C 1.024 -2.596 1.624
C 1.848 -3.587 2.014
C 1.819 -5.024 1.611
C 0.208 -5.728 -0.613
C -0.110 -4.594 -1.234
C 0.440 -3.390 -0.590
C 1.578 -1.721 -1.933
N 0.662 -0.849 -1.862
C 0.686 0.175 -2.901
C 0.927 1.572 -2.330
N -0.089 1.820 -1.337
C -0.746 2.905 -1.362
C -1.925 3.189 -0.555
C -2.252 4.519 -0.291
C -3.414 4.852 0.374
C -4.296 3.830 0.719
C -4.019 2.504 0.447
C -2.800 2.142 -0.152
O -2.422 0.902 -0.391
H 2.567 -3.359 2.799
H 1.931 -5.642 2.498
H -0.153 -6.671 -1.016
H -0.689 -4.578 -2.150
H 2.399 -1.642 -2.655
H 1.448 -0.043 -3.663
H -0.291 0.171 -3.390
H 1.913 1.601 -1.864
H 0.903 2.312 -3.140
H -0.457 3.692 -2.074
H -1.565 5.297 -0.614
H -3.647 5.884 0.600
H -5.232 4.073 1.209
H -4.739 1.744 0.708
C -0.918 3.827 3.556
C -0.902 2.419 2.885
N 0.015 2.163 1.812
C 1.116 2.893 1.721
C 1.250 4.189 2.367
C 0.245 4.666 3.164
C 2.446 4.952 2.106
C 3.484 4.465 1.392
C 3.435 3.139 0.851
C 4.529 2.529 0.244
C 4.449 1.214 -0.179
C 3.236 0.547 -0.014
N 2.165 1.104 0.514
C 2.237 2.379 0.987
H -1.867 4.362 3.448
H -1.902 2.092 2.596
H 0.327 5.664 3.586
H 2.502 5.947 2.537
H 4.383 5.052 1.241
H 5.451 3.090 0.135
H 5.296 0.703 -0.615
H 3.135 -0.490 -0.320
C 4.866 -1.618 7.424
C 3.669 -1.462 6.524
C 3.664 -0.569 5.471
C 2.561 -0.410 4.627
C 2.738 0.568 3.503
C 1.407 -1.166 4.837
Te -0.569 -1.245 3.744
N -1.460 -0.662 1.991
C -2.759 -0.889 2.259
O -3.088 -1.240 3.434
C -3.766 -0.718 1.220
C -3.366 -0.530 -0.159
C -4.467 -0.509 -1.104
C -5.765 -0.410 -0.690
C -6.117 -0.447 0.674
C -5.106 -0.640 1.594
C -1.117 0.558 4.750
C -0.455 1.799 4.248
C -0.758 3.138 4.960
C -1.966 3.084 5.831
C -2.526 1.926 6.178
C -2.061 0.606 5.696
C -2.700 -0.599 6.330
C 1.411 -2.105 5.893
C 0.257 -3.045 6.190
C 2.527 -2.229 6.714
H 5.661 -0.926 7.144
H 5.268 -2.632 7.372
H 4.601 -1.426 8.466
H 4.550 0.032 5.280
H 3.653 0.337 2.951
H 2.841 1.587 3.887
H 1.918 0.535 2.801
H -2.506 -1.125 -0.466
H -4.226 -0.531 -2.161
H -6.549 -0.345 -1.439
H -7.153 -0.392 0.980
H -5.324 -0.736 2.652
H 0.618 1.645 4.200
H 0.086 3.547 5.525
H -2.367 4.020 6.210
H -3.390 1.923 6.835
H -3.707 -0.363 6.678
H -2.122 -0.919 7.203
H -2.776 -1.422 5.622
H 0.014 -3.669 5.329
H -0.656 -2.517 6.472
H 0.527 -3.704 7.016
H 2.506 -2.957 7.520
S 3.674 -7.034 0.830
C 2.618 -5.609 0.455
C 3.206 -4.733 -0.593
C 2.820 -3.617 -1.219
N 1.647 -2.861 -1.163
C 0.032 -3.059 0.623
C 1.123 -5.902 0.556
C 5.108 -6.159 1.426
C 6.325 -6.286 0.770
C 7.420 -5.582 1.253
N 7.371 -4.769 2.303
C 6.197 -4.651 2.923
C 5.051 -5.330 2.540
H 4.204 -5.039 -0.879
H 3.548 -3.179 -1.893
H -0.925 -3.432 0.973
H 0.958 -6.880 0.995
H 6.415 -6.918 -0.104
H 8.382 -5.667 0.759
H 6.171 -3.980 3.775
H 4.134 -5.204 3.098

Its spin multiplicity is 2. For the LUMO energy (spin up / spin down), the calculation gives 2.07 / 2.07 eV. For the total energy, the calculation gives -103378.35371 eV. As for the net charge: -1. The value obtained for the energy above the lowest of the compared OMol25 structures with the same formula, charge and spin is 7.844 eV.

Entry from the OMol25 dataset: a structure of composition C61H53Cl3GeN3O7S3Sr (wB97M-V/def2-TZVPD).

Element x y z (Å)
Sr -0.950 0.108 0.182
O -2.869 -0.633 4.506
C -2.190 -0.454 3.351
O -2.828 -0.203 2.326
C -0.729 -0.581 3.424
C -0.094 -1.059 4.544
C 1.323 -1.303 4.431
C 1.998 -0.980 3.313
C 1.331 -0.272 2.155
N -0.132 -0.239 2.278
C 1.559 -1.142 0.863
O 2.050 -2.273 0.923
O 1.100 -0.618 -0.232
H -3.803 -0.551 4.272
H -0.648 -1.286 5.443
H 1.836 -1.787 5.257
H 3.046 -1.220 3.183
C 1.627 -8.521 -1.822
C 1.080 -7.191 -1.378
C -0.173 -7.095 -0.777
C -0.673 -5.871 -0.364
C 0.087 -4.731 -0.554
C 1.355 -4.806 -1.108
C 1.839 -6.033 -1.532
S -0.496 -3.116 -0.016
O -0.949 -3.239 1.388
C -2.065 -3.121 -0.959
C -3.230 -2.925 -0.194
C -4.436 -2.744 -0.808
C -4.525 -2.719 -2.219
C -5.756 -2.481 -2.882
C -5.820 -2.417 -4.243
C -4.650 -2.591 -5.014
C -3.451 -2.832 -4.406
C -3.351 -2.909 -2.991
C -2.106 -3.116 -2.332
C -0.871 -3.323 -3.153
C -0.691 -4.599 -3.785
C -1.632 -5.645 -3.623
C -1.441 -6.861 -4.217
C -0.297 -7.099 -5.003
C 0.634 -6.113 -5.170
C 0.463 -4.847 -4.565
C 1.436 -3.828 -4.700
C 1.259 -2.625 -4.098
C 0.093 -2.361 -3.340
S 0.073 -0.692 -2.638
O -1.267 -0.487 -1.987
C -0.125 0.134 -4.231
C 0.958 0.812 -4.763
C 0.806 1.518 -5.950
C -0.424 1.566 -6.596
C -0.592 2.329 -7.883
C -1.506 0.889 -6.031
C -1.365 0.179 -4.852
H 0.845 -9.280 -1.849
H 2.406 -8.863 -1.138
H 2.069 -8.445 -2.817
H -0.769 -7.991 -0.641
H -1.649 -5.797 0.105
H 1.952 -3.904 -1.188
H 2.821 -6.096 -1.988
H -3.132 -2.934 0.886
H -5.335 -2.599 -0.222
H -6.647 -2.337 -2.281
H -6.765 -2.226 -4.736
H -4.704 -2.524 -6.094
H -2.557 -2.958 -5.004
H -2.507 -5.475 -3.010
H -2.168 -7.650 -4.075
H -0.152 -8.067 -5.466
H 1.524 -6.290 -5.763
H 2.328 -4.023 -5.284
H 2.009 -1.848 -4.195
H 1.909 0.807 -4.242
H 1.652 2.052 -6.366
H 0.274 2.958 -8.083
H -1.480 2.961 -7.850
H -0.710 1.640 -8.723
H -2.472 0.924 -6.522
H -2.209 -0.329 -4.402
C 4.187 3.146 1.178
Ge 3.062 1.617 0.553
C 2.328 2.304 -1.190
C 4.344 0.196 0.065
C 1.829 1.150 1.925
H 4.738 3.614 0.353
H 4.915 2.775 1.904
H 3.577 3.906 1.673
H 3.086 2.835 -1.775
H 1.480 2.974 -1.024
H 1.965 1.452 -1.772
H 5.287 0.615 -0.294
H 3.915 -0.442 -0.711
H 4.542 -0.433 0.934
H 1.022 1.862 2.082
Cl -3.178 6.924 8.062
C -1.970 6.675 6.842
C -2.189 5.764 5.826
C -1.203 5.567 4.876
C 0.001 6.269 4.893
C 1.029 6.086 3.797
C 0.429 6.310 2.388
N -0.391 5.275 1.779
C -1.759 5.325 1.642
C -2.111 4.184 0.993
N -0.995 3.442 0.692
C 0.020 4.111 1.196
O 1.781 4.886 3.802
C 1.682 3.924 4.858
C 2.395 4.360 6.100
C 1.959 4.184 7.377
Cl 0.516 3.404 7.878
S 3.063 4.790 8.553
C 4.148 5.289 7.319
C 3.675 4.995 6.084
C 0.176 7.186 5.931
Cl 1.611 8.162 6.054
C -0.786 7.386 6.909
H -3.113 5.204 5.786
H -1.374 4.826 4.107
H 1.751 6.901 3.881
H 1.264 6.502 1.714
H -0.181 7.212 2.444
H -2.333 6.158 2.011
H -3.095 3.859 0.697
H 1.057 3.819 1.157
H 2.177 3.034 4.443
H 0.651 3.638 5.067
H 5.074 5.771 7.589
H 4.199 5.215 5.164
H -0.607 8.087 7.710

For the LUMO energy, the calculation gives 1.74 eV. For the total energy, the calculation gives -210345.54360 eV. As for the net charge: -1. The value obtained for the energy above the lowest of the compared OMol25 structures with the same formula, charge and spin is 3.003 eV.

Entry from the OMol25 dataset: a cluster of 3 separate species, C61H53ClN4O9S3 in total (wB97M-V/def2-TZVPD).

Element x y z (Å)
C 4.500 2.799 2.679
C 5.373 1.578 2.148
O 5.836 1.966 0.839
C 5.788 0.931 -0.076
C 6.318 -0.420 0.163
C 6.220 -1.400 -0.941
Cl 6.913 -3.037 -0.627
C 5.622 -1.071 -2.244
C 5.079 0.289 -2.491
C 5.185 1.240 -1.390
S 4.527 2.916 -1.643
C 3.245 2.625 -2.917
C 2.113 3.561 -2.939
C 1.918 4.732 -1.933
C 2.338 6.165 -2.480
C 1.253 7.208 -1.937
C 1.955 8.512 -1.329
S 2.920 8.122 0.188
C 2.063 6.839 1.097
N 0.767 6.707 1.468
N 0.515 5.595 2.183
C 1.721 4.947 2.286
O 2.644 5.691 1.647
C 1.111 3.355 -3.994
C 1.271 2.234 -4.943
S -0.057 2.116 -6.216
C 2.412 1.289 -4.886
C 2.506 0.146 -5.949
C 2.134 -1.276 -5.386
C 0.576 -1.390 -5.033
N 0.503 -1.857 -3.624
C -0.927 -2.188 -3.301
C -1.239 -1.583 -1.894
C -2.526 -0.907 -1.694
C -2.893 -0.309 -0.416
C -1.917 -0.400 0.695
C -0.624 -1.070 0.544
C -0.283 -1.654 -0.770
O 0.959 -2.302 -0.884
C 3.436 1.490 -3.822
N 4.531 0.535 -3.805
C 5.573 0.824 -4.825
C 6.169 -0.526 -5.428
O 5.142 -1.515 -5.693
C 5.630 -2.813 -5.595
O 5.034 -3.587 -4.893
H 5.214 3.674 2.717
H 3.744 3.033 1.883
H 4.044 2.603 3.680
H 6.238 1.503 2.874
H 4.815 0.609 2.163
H 6.781 -0.699 1.136
H 5.634 -1.883 -3.002
H 2.457 4.528 -0.963
H 0.820 4.746 -1.667
H 2.382 6.165 -3.598
H 3.334 6.410 -2.008
H 0.647 6.787 -1.089
H 0.534 7.458 -2.760
H 1.111 9.193 -1.019
H 2.562 8.981 -2.144
H 1.814 3.977 2.811
H 0.231 4.040 -4.108
H 0.596 2.456 -7.389
H 1.844 0.336 -6.843
H 3.557 0.193 -6.362
H 2.359 -2.066 -6.157
H 2.767 -1.527 -4.486
H 0.152 -0.347 -5.051
H 0.020 -2.040 -5.764
H 1.093 -2.690 -3.571
H -1.541 -1.658 -4.085
H -1.045 -3.301 -3.364
H -3.257 -0.874 -2.538
H -3.848 0.214 -0.187
H -2.186 0.050 1.688
H 0.089 -1.154 1.403
H 1.647 -1.639 -1.094
H 5.233 1.530 -5.629
H 6.449 1.312 -4.306
H 6.881 -0.991 -4.685
H 6.679 -0.317 -6.416
H 6.525 -3.180 -6.183
C -3.136 4.158 4.108
C -3.590 3.433 3.010
C -4.336 2.280 3.199
C -4.622 1.839 4.487
C -4.147 2.552 5.589
C -3.412 3.720 5.396
C -4.402 2.066 6.968
O -3.992 2.687 7.930
C -5.159 0.801 7.152
C -5.358 0.300 8.436
C -6.075 -0.874 8.619
C -6.605 -1.548 7.521
C -6.404 -1.055 6.240
C -5.673 0.115 6.051
C -5.434 0.614 4.674
O -5.891 0.025 3.712
H -2.561 5.064 3.957
H -3.362 3.770 2.006
H -4.691 1.722 2.341
H -3.052 4.285 6.247
H -4.951 0.821 9.294
H -6.224 -1.265 9.619
H -7.171 -2.461 7.666
H -6.814 -1.585 5.388
C -2.005 -9.308 0.084
C -2.623 -8.798 -1.055
C -3.383 -7.640 -0.974
C -3.538 -6.993 0.248
C -2.939 -7.518 1.394
C -2.163 -8.671 1.306
C -3.136 -6.867 2.714
O -2.611 -7.323 3.712
C -3.992 -5.658 2.795
C -4.233 -5.069 4.033
C -5.021 -3.930 4.118
C -5.564 -3.368 2.965
C -5.330 -3.955 1.730
C -4.552 -5.106 1.642
C -4.339 -5.745 0.320
O -4.816 -5.259 -0.688
H -1.404 -10.208 0.018
H -2.509 -9.304 -2.007
H -3.858 -7.244 -1.864
H -1.685 -9.074 2.190
H -3.810 -5.499 4.933
H -5.211 -3.475 5.084
H -6.173 -2.473 3.031
H -5.759 -3.518 0.836

For the LUMO energy, the calculation gives -1.00 eV. For the total energy, the calculation gives -133526.88916 eV. Its SMILES is CCOc1cc(Cl)cc2c1Sc1c(CCCCSc3nnco3)cc(S)c(CCCNCc3ccccc3O)c1N2CCOC=O.O=C1c2ccccc2C(=O)c2ccccc21.O=C1c2ccccc2C(=O)c2ccccc21.

What are the max |F| values for these records? In order: 1.50, 3.61, 5.04 eV Å⁻¹.